Record 1
Below is C3HN3S2 in the gas phase in a non-equilibrium geometry, with properties calculated with ωB97M-V/def2-TZVPD.

Net charge: 0
Orbital gap: 6.776 eV
2S+1: 1
E_LUMO: -1.09 eV
Maximum force: 5.16 eV Å⁻¹

Atoms and positions in Å:
C -1.82 0.06 0.06
C 0.21 1.10 -0.14
C 0.58 -1.23 -0.01
N -1.04 1.05 -0.11
N 1.40 1.47 0.04
N 1.81 -1.22 -0.13
S -0.95 -1.73 -0.01
S 2.62 0.43 0.02
H -2.81 0.06 0.28

Atom-resolved charges from natural (NBO), all expressed in e:
1 C 0.087
2 C 0.470
3 C -0.164
4 N -0.431
5 N -0.574
6 N -0.563
7 S 0.309
8 S 0.670
9 H 0.196


Record 2
Below is 2 unconnected molecules or ions with the total composition C3HN4 in a non-equilibrium geometry, with properties calculated with ωB97M-V/def2-TZVPD.

Net charge: +1
Orbital gap (alpha / beta): 9.578 / 6.750 eV
2S+1: 3
E_LUMO (alpha / beta): -7.11 / -9.99 eV
Maximum force: 5.02 eV Å⁻¹

Atoms and positions in Å:
C 1.42 0.25 -0.25
C -2.69 -0.84 -0.10
C 2.45 0.75 -0.99
N -3.68 -1.10 -0.56
N 3.37 1.11 -1.57
N -0.45 -0.37 1.12
N 0.45 0.03 0.45
H -0.88 0.17 1.90

Atom-resolved charges from natural (NBO), all expressed in e:
1 C 0.466
2 C 0.294
3 C 0.101
4 N -0.306
5 N 0.057
6 N -0.090
7 N 0.030
8 H 0.448


What are the total energy values for these records? In order: -29263.2074; -9069.6851 eV.
What are the energy above the lowest of the compared OMol25 structures with the same formula, charge and spin values for these records? In order: 125.65; 156.58 kJ/mol.